1.
Molecular formula: CH4N2O2S
Method: DFT, wB97M-V/def2-TZVPD

Computed properties:
HOMO energy	-9.737	eV
E_tot	-698.5219	hartree
total charge	0

Geometry as XYZ:
```
10
Properties=species:S:1:pos:R:3:forces:R:3
C 1.179510 0.725615 0.076279 -2.55 2.90 -0.02
N -0.497467 1.298972 -0.425765 1.26 -0.17 0.20
N 0.930053 -0.513599 0.512048 -0.24 0.67 3.15
O -0.248388 -0.491589 1.293909 0.35 -0.47 -0.72
O -1.560027 -1.067861 -0.825637 3.57 3.49 -1.41
S -1.431391 0.316937 0.190146 0.91 -0.55 0.09
H 1.697022 0.843292 -0.833289 0.87 -0.19 -0.79
H 1.348227 1.468667 0.827649 0.19 0.32 0.27
H 0.787526 -0.979993 -0.303188 -0.90 -3.10 -2.48
H -2.205068 -1.600437 -0.512155 -3.47 -2.91 1.72
```
Positions in Å, forces in eV/Å.

Atomic partial charges in e from the natural (NBO) method, atoms 1 to 2: -0.03, -0.94

=====

2.
Molecular formula: CH4N2O2S
Method: DFT, wB97M-V/def2-TZVPD

Computed properties:
HOMO energy	-9.632	eV
structure (SMILES)	O=C(NO)NS
E_tot	-698.6324	hartree
total charge	0

Geometry as XYZ:
```
10
Properties=species:S:1:pos:R:3:forces:R:3
C 0.234986 -0.039952 -0.076913 0.36 0.20 0.07
H -0.066475 -1.420408 2.545694 0.44 0.39 0.68
H -1.731519 0.036200 0.678612 1.45 -0.80 -0.23
H -0.850600 0.835362 -1.526047 0.36 0.21 0.00
H 1.723285 0.910951 -1.327205 -0.14 0.24 -0.16
N -0.878509 -0.561251 0.565853 -0.75 0.49 0.25
N -0.083711 1.054703 -0.889034 -0.55 -0.51 0.34
O 1.388240 -0.424363 0.055646 -0.98 0.20 -0.04
O 1.018640 1.550312 -1.582647 0.32 -0.30 -0.02
S -0.754336 -1.941555 1.556041 -0.51 -0.13 -0.88
```
Positions in Å, forces in eV/Å.

Atomic partial charges in e from the natural (NBO) method, atoms 1 to 2: 0.74, 0.10

=====

3.
Molecular formula: CH4N2O2S
Method: DFT, wB97M-V/def2-TZVPD

Computed properties:
HOMO energy (alpha / beta)	-6.915 / -10.244	eV
spin multiplicity	3
E_tot	-698.3850	hartree
total charge	0

Geometry as XYZ:
```
10
Properties=species:S:1:pos:R:3:forces:R:3
C 0.128602 0.204212 -0.638761 -1.43 1.82 4.01
N -0.574265 1.207009 0.511751 7.81 -1.43 -2.31
N -0.431773 -1.245930 -0.290276 3.07 5.73 1.07
O -1.187846 -1.728427 -1.069967 -4.42 -2.58 -5.37
O 0.042266 -1.720353 0.699766 2.25 -2.33 4.58
S 1.888333 0.445602 -0.525086 -0.93 -0.62 0.93
H -0.223015 0.569719 -1.524682 -1.03 0.33 -2.49
H 0.054588 0.909705 1.300905 -1.52 0.71 -0.49
H -1.463674 1.002592 0.698701 -4.50 -1.54 0.77
H 1.766784 0.355872 0.837650 0.70 -0.09 -0.70
```
Positions in Å, forces in eV/Å.

Atomic partial charges in e from the natural (NBO) method, atoms 1 to 2: -0.10, -0.75

=====

no.,F_max (eV/Å)
1,5.2
2,1.7
3,8.3